# 1
Entry from the OMol25 dataset: a structure of composition C21H13Cl2CrN2O5 in a non-equilibrium geometry (ωB97M-V/def2-TZVPD).

The geometry in XYZ format:
```
44
Properties=species:S:1:pos:R:3:mulliken_charge:R:1
Cr -0.141 -0.439 0.012 0.654
O 4.191 -1.383 -0.458 -0.696
C 4.599 -0.105 -0.521 0.243
C 5.969 0.155 -0.578 -0.675
C 6.431 1.453 -0.635 -0.334
C 5.543 2.522 -0.664 -0.758
C 4.186 2.282 -0.622 -0.396
C 3.697 0.975 -0.538 0.203
C 2.258 0.748 -0.475 1.482
O 1.770 -0.437 -0.274 -0.943
N 1.439 1.755 -0.670 -1.125
N 0.159 1.369 -0.582 0.586
C -0.742 2.254 -0.944 -0.164
C -2.140 2.033 -0.899 0.370
C -3.033 3.073 -1.225 -0.879
C -4.391 2.908 -1.121 -0.629
C -4.919 1.684 -0.706 -0.478
C -4.083 0.632 -0.420 -0.526
C -2.688 0.771 -0.510 0.728
O -1.909 -0.231 -0.228 -0.346
H 3.210 -1.379 -0.391 0.429
H 6.652 -0.679 -0.571 0.445
H 7.496 1.632 -0.663 0.379
H 5.920 3.532 -0.718 0.390
H 3.465 3.085 -0.646 0.448
H -0.377 3.227 -1.273 0.356
H -2.621 4.017 -1.558 0.373
H -5.055 3.730 -1.348 0.389
H -5.984 1.560 -0.612 0.391
H -4.466 -0.322 -0.100 0.447
Cl -0.020 -4.339 6.145 -0.223
C 0.034 -3.178 4.868 0.261
C 0.026 -1.819 5.196 -0.629
C 0.079 -0.877 4.196 0.265
Cl 0.082 0.800 4.581 -0.188
C 0.115 -1.233 2.818 0.362
O 0.201 -0.305 1.936 -0.486
C 0.062 -2.633 2.519 0.771
C -0.043 -3.085 1.171 -0.063
O -0.214 -2.359 0.174 -0.585
C 0.058 -3.585 3.558 -1.050
H -0.017 -1.511 6.229 0.452
H -0.006 -4.171 1.016 0.345
H 0.051 -4.637 3.314 0.403
```

For the largest force on an atom, the calculation gives 2.191 eV/Å. The value obtained for the total energy is -88674.32885 eV. Its multiplicity is 4. The value obtained for the HOMO energy (alpha / beta) is -7.95 / -8.00 eV. The value obtained for the gap between HOMO and LUMO (alpha / beta) is 7.049 / 6.866 eV.

# 2
Entry from the OMol25 dataset: a structure of composition C21H17MoN7O6SSe3Te (ωB97M-V/def2-TZVPD).

The geometry in XYZ format:
```
57
Properties=species:S:1:pos:R:3:mulliken_charge:R:1
Mo -0.041 0.377 -1.619 0.248
O -1.520 -4.659 1.520 -0.608
C -0.913 -3.625 0.931 0.438
C -0.755 -2.408 1.598 -1.457
C -0.405 -1.310 0.858 0.650
N -0.096 -1.399 -0.428 0.804
C -0.035 -2.589 -1.021 0.196
C -0.442 -3.738 -0.382 -0.905
C 0.465 -2.460 -2.435 -0.014
O 0.682 -3.407 -3.147 -0.689
O 0.665 -1.200 -2.759 -0.281
C -0.396 0.110 1.325 0.660
O -0.590 0.433 2.476 -0.750
O -0.142 0.938 0.339 -0.449
H -2.208 -4.283 2.114 0.496
H -1.001 -2.306 2.643 0.975
H -0.462 -4.679 -0.913 0.566
N 4.040 1.678 -2.226 -0.067
C 4.336 1.329 -0.917 0.179
C 5.500 1.438 -0.166 -1.244
C 5.441 0.969 1.131 -0.407
C 4.266 0.411 1.658 -0.889
C 3.113 0.307 0.908 -0.181
C 3.157 0.779 -0.402 0.528
N 2.183 0.808 -1.389 0.796
C 2.748 1.345 -2.444 0.049
C 1.993 1.479 -3.675 -0.449
C 2.382 1.817 -4.927 -0.392
S 1.066 1.642 -6.007 -0.181
C 0.065 1.144 -4.720 -0.425
N 0.667 1.119 -3.568 1.000
H 4.660 2.113 -2.885 0.229
H 6.406 1.866 -0.573 0.404
H 6.321 1.032 1.756 0.390
H 4.266 0.056 2.680 0.451
H 2.212 -0.120 1.320 0.323
H 3.356 2.121 -5.271 0.414
H -0.958 0.838 -4.860 0.422
Se -2.307 -0.175 -2.053 -0.110
Se -3.682 1.563 -2.922 -0.298
Te -2.030 3.399 -3.431 -0.125
Se -0.539 2.970 -1.489 -0.186
C -3.332 1.694 3.895 -1.087
N -3.675 0.455 3.231 0.096
C -3.538 -0.839 3.863 -0.351
C -3.516 -1.768 2.648 0.485
O -3.409 -2.987 2.747 -0.815
N -3.560 -1.030 1.510 -0.411
C -3.576 0.245 1.899 0.340
N -3.518 1.253 1.027 -0.198
H -3.667 1.639 4.929 0.372
H -3.858 2.529 3.431 0.387
H -2.255 1.877 3.870 0.326
H -4.360 -1.075 4.539 0.352
H -2.589 -0.920 4.401 0.273
H -3.349 1.024 0.058 -0.079
H -3.264 2.178 1.326 0.199
```

For the largest force on an atom, the calculation gives 0.162 eV/Å. The value obtained for the total energy is -260798.37592 eV. The value obtained for the HOMO energy (alpha / beta) is -7.19 / -7.20 eV. The value obtained for the gap between HOMO and LUMO (alpha / beta) is 6.125 / 6.128 eV.

# 3
Entry from the OMol25 dataset: an isolated molecule of C4H9N in a non-equilibrium geometry (ωB97M-V/def2-TZVPD).

The geometry in XYZ format:
```
14
Properties=species:S:1:pos:R:3:mulliken_charge:R:1
C 0.282 2.131 -0.102 -0.752
C 0.033 1.227 -1.054 -0.124
C -0.189 -0.232 -0.771 -0.321
C -0.104 -0.674 0.741 -0.693
N -0.031 -2.060 1.154 -0.579
H 0.096 1.927 0.942 0.271
H 0.554 3.134 -0.448 0.240
H -0.083 1.419 -2.176 0.257
H -1.211 -0.480 -1.106 0.276
H 0.376 -0.964 -1.381 0.305
H -0.929 -0.271 1.320 0.275
H 0.732 -0.089 1.137 0.364
H -0.438 -2.645 0.430 0.245
H 0.911 -2.423 1.313 0.236
```

The SMILES is C=CCCN. For the largest force on an atom, the calculation gives 2.451 eV/Å. The value obtained for the total energy is -5782.67082 eV. The value obtained for the HOMO energy is -9.26 eV. The value obtained for the gap between HOMO and LUMO is 10.429 eV.

# 4
Entry from the OMol25 dataset: a cluster of 29 separate species, C11H80NO28 in total in a non-equilibrium geometry (ωB97M-V/def2-TZVPD).

The geometry in XYZ format:
```
120
Properties=species:S:1:pos:R:3:mulliken_charge:R:1
C 2.975 3.469 0.382 -0.933
C 1.570 2.857 0.557 -0.218
C 1.493 1.405 0.146 -0.313
C 0.041 0.824 0.260 -1.026
N -0.099 -0.601 -0.388 0.711
C 1.147 -1.462 -0.341 -0.170
C 0.926 -2.510 -1.475 -0.599
C 0.134 -1.745 -2.545 -0.808
C -0.187 -0.481 -1.861 -0.244
C -1.220 -1.464 0.165 0.159
C -2.559 -0.625 0.318 1.237
C -3.373 -1.317 1.340 -1.907
H 3.467 3.604 -0.581 0.377
H 3.708 2.966 0.900 0.091
H 3.007 4.580 0.640 0.165
H 0.758 3.579 0.117 0.270
H 1.405 2.791 1.599 0.431
H 2.076 0.887 0.925 0.074
H 1.586 1.130 -0.830 0.022
H -0.636 1.465 -0.205 0.455
H -0.235 0.416 1.314 0.481
H 1.157 -2.173 0.494 0.292
H 2.127 -1.059 -0.401 -0.046
H 0.280 -3.568 -1.234 -0.233
H 1.734 -2.754 -1.925 0.941
H -0.666 -2.438 -2.708 0.182
H 0.689 -1.653 -3.443 0.608
H -1.114 -0.242 -2.084 1.305
H 0.601 0.186 -2.409 -0.614
H -0.855 -1.891 1.161 -0.768
H -1.379 -2.071 -0.479 0.490
H -2.939 -0.261 -0.747 -0.355
H -2.251 0.343 0.819 -0.059
H -3.713 -2.103 0.966 0.832
H -4.174 -0.566 1.765 0.187
H -2.888 -1.488 2.209 0.352
O -2.841 -4.210 -2.060 -0.683
H -2.078 -4.857 -2.249 0.401
H -3.223 -4.359 -1.206 0.329
O -0.638 -5.627 -2.509 -0.673
H -0.717 -6.265 -3.342 0.303
H 0.171 -5.237 -2.701 0.294
O -4.588 2.697 1.775 -0.672
H -4.505 2.067 0.955 0.364
H -5.419 3.002 1.630 0.288
O 2.287 -5.511 -0.419 -0.587
H 3.051 -5.226 0.046 0.290
H 2.558 -5.614 -1.378 0.278
O -0.667 -0.897 3.543 -0.601
H -1.429 -1.290 3.977 0.294
H -0.461 -0.129 4.182 0.280
O 4.550 -1.704 0.482 -0.618
H 5.538 -1.641 0.627 0.324
H 4.290 -1.661 1.360 0.251
O 2.537 1.266 -3.776 -0.570
H 3.088 1.302 -4.646 0.272
H 3.214 0.954 -3.043 0.178
O -6.577 -0.793 1.040 -0.571
H -6.957 -0.672 2.047 0.301
H -6.398 -1.665 0.976 0.281
O 0.532 0.287 -5.671 -0.620
H 1.037 0.806 -4.928 0.372
H 1.212 -0.071 -6.118 0.270
O -3.370 -4.915 0.468 -0.606
H -3.687 -5.706 0.965 0.268
H -2.463 -4.744 0.550 0.324
O -6.116 -3.505 0.769 -0.633
H -5.492 -4.304 0.878 0.243
H -6.633 -3.606 1.594 0.335
O 5.804 4.430 2.721 -0.659
H 5.303 4.818 2.051 0.347
H 5.685 3.442 2.516 0.389
O 5.171 5.796 0.439 -0.665
H 4.366 6.098 0.036 0.391
H 5.795 5.573 -0.273 0.309
O 2.469 3.232 4.589 -0.623
H 3.419 3.229 4.698 0.289
H 2.548 3.999 3.902 0.332
O -2.190 4.298 1.142 -0.684
H -1.451 3.952 1.831 0.376
H -3.067 3.975 1.369 0.337
O 4.601 -0.128 -1.749 -0.582
H 4.842 0.802 -1.625 0.356
H 4.744 -0.513 -0.912 0.245
O 0.688 3.162 -3.418 -0.735
H -0.166 2.895 -2.878 0.370
H 1.279 2.561 -3.094 0.392
O 0.921 -3.070 3.369 -0.740
H 1.066 -3.173 4.326 0.294
H 0.308 -2.247 3.399 0.449
O -2.653 -2.225 5.016 -0.687
H -3.500 -1.806 5.152 0.318
H -2.783 -3.033 4.519 0.308
O 2.992 6.978 -0.683 -0.752
H 2.160 6.929 -0.168 0.335
H 3.541 7.810 -0.388 0.341
O -3.675 -1.761 -2.825 -0.608
H -3.397 -1.809 -3.711 0.363
H -3.058 -2.408 -2.463 0.144
O -4.486 2.440 -0.927 -0.615
H -4.854 3.217 -1.067 0.215
H -3.547 2.373 -1.211 0.321
O -5.456 0.285 -2.281 -0.673
H -4.834 -0.592 -2.330 0.429
H -4.983 1.042 -2.024 0.367
O 2.475 5.185 -3.067 -0.644
H 2.605 5.416 -2.241 0.273
H 1.706 4.498 -3.194 0.383
O -0.759 3.674 3.267 -0.631
H -0.151 4.297 3.822 0.311
H -0.794 2.910 3.931 0.286
O 5.143 1.865 2.867 -0.616
H 5.528 1.661 3.701 0.306
H 4.190 1.514 2.800 0.282
O 1.937 -4.654 -3.695 -0.556
H 2.708 -5.228 -3.859 0.270
H 1.871 -4.284 -4.627 0.284
O -0.906 -4.389 2.003 -0.489
H -0.094 -4.226 2.437 0.265
H -1.451 -4.989 2.538 0.207
```

For the largest force on an atom, the calculation gives 12.165 eV/Å. The value obtained for the total energy is -71511.26335 eV. Its total charge is +1. The value obtained for the HOMO energy is -11.13 eV. The value obtained for the gap between HOMO and LUMO is 8.441 eV.

# 5
Entry from the OMol25 dataset: a cluster of 2 separate species, HN3 in total in a non-equilibrium geometry (ωB97M-V/def2-TZVPD).

The geometry in XYZ format:
```
4
Properties=species:S:1:pos:R:3:mulliken_charge:R:1
N 2.169 -0.230 -0.629 0.028
N 2.052 -0.247 0.605 0.065
N 1.279 0.677 0.078 -0.208
H -0.279 0.017 0.117 0.115
```

For the largest force on an atom, the calculation gives 6.425 eV/Å. The value obtained for the total energy is -4479.81264 eV. The value obtained for the HOMO energy (alpha / beta) is -9.97 / -10.00 eV. The value obtained for the gap between HOMO and LUMO (alpha / beta) is 9.310 / 9.268 eV.

# 6
Entry from the OMol25 dataset: the ion C7H13N4 with charge +1 in a non-equilibrium geometry (ωB97M-V/def2-TZVPD).

The geometry in XYZ format:
```
24
Properties=species:S:1:pos:R:3:mulliken_charge:R:1
C -1.472 0.878 0.157 1.081
C 0.795 -0.691 -0.191 0.211
C -2.057 -2.711 -0.322 -0.186
C 0.630 1.664 -0.482 -0.453
C -1.400 -0.384 -0.686 -0.306
C -2.655 0.907 1.026 -1.378
C 2.743 0.812 0.497 -1.014
N -0.593 1.786 0.102 -0.547
N -2.077 -1.485 -0.520 -0.138
N 1.324 0.506 -0.030 -0.008
N 1.424 -1.768 0.293 -0.298
H -1.228 -3.142 0.154 0.184
H -2.837 -3.418 -0.542 0.271
H 0.497 1.606 -1.579 0.299
H 1.232 2.605 -0.049 0.321
H -1.073 -0.172 -1.701 0.401
H -3.583 0.743 0.451 0.344
H -2.626 1.824 1.606 0.397
H -2.564 0.115 1.827 0.319
H 2.762 0.548 1.609 0.371
H 2.903 1.889 0.345 0.355
H 3.500 0.066 0.063 0.343
H 1.125 -2.737 0.058 0.244
H 2.330 -1.600 0.710 0.187
```

For the largest force on an atom, the calculation gives 4.025 eV/Å. The value obtained for the total energy is -13419.94012 eV. Its total charge is +1. The value obtained for the HOMO energy is -12.97 eV. The value obtained for the gap between HOMO and LUMO is 9.144 eV.

# 7
Entry from the OMol25 dataset: an isolated molecule of C5H8N2O in a non-equilibrium geometry (ωB97M-V/def2-TZVPD).

The geometry in XYZ format:
```
16
Properties=species:S:1:pos:R:3:mulliken_charge:R:1
C -0.893 0.729 -1.373 -1.292
C -0.542 -1.006 0.445 0.280
C 0.169 -0.049 -0.574 1.057
N -1.114 -2.185 0.137 -0.454
C 0.521 0.953 0.888 -0.262
C 1.844 1.098 1.144 -0.598
N -0.310 -0.410 1.538 -0.535
O 1.156 -0.563 -1.168 -0.713
H -0.804 -2.593 -0.735 0.265
H -1.268 -2.832 0.898 0.272
H -0.145 1.785 1.098 0.358
H -1.696 1.097 -0.734 0.368
H -0.389 1.574 -1.844 0.369
H -1.306 0.073 -2.139 0.318
H 2.238 1.984 1.628 0.288
H 2.540 0.344 0.793 0.278
```

For the largest force on an atom, the calculation gives 4.104 eV/Å. The value obtained for the total energy is -10337.93604 eV. The value obtained for the HOMO energy (alpha / beta) is -8.57 / -8.57 eV. The value obtained for the gap between HOMO and LUMO (alpha / beta) is 7.203 / 7.204 eV.